Entry 1:
This record from the OMol25 dataset describes an isolated ion of composition C6H13N2 and charge +1 in a non-equilibrium geometry. The level of theory is the ωB97M-V functional and the def2-TZVPD basis.

- Energy above the lowest of the compared OMol25 structures with the same formula, charge and spin: 60.8 kcal per mole
- E_HOMO: -14.1 eV
- Total charge: +1
- SMILES string: C[C@@H]1[C@H]([C@H]2CN2)[N@H+]1C
- Electronic energy: -345.59906 a.u.
- Frontier orbital gap: 11.62 eV
- M: 113.18 u

Bonds (Å) are listed after each position.
Atoms and positions in Å:
1 C 1.1177 1.9307 0.2472  C2 1.486, H9 1.088, H10 1.087, H11 1.088
2 C 1.2508 0.6111 -0.4238  C1 1.486, C3 1.779, N7 1.472, H12 1.078
3 C -0.1795 -0.2515 -1.0352  C2 1.779, C4 1.483, N7 1.471, H13 1.075
4 C -1.5036 0.3187 -0.6859  C3 1.483, C5 1.489, N6 1.451, H14 1.083
5 C -2.4935 -0.5352 0.0265  C4 1.489, N6 1.444, H15 1.081, H16 1.081
6 N -1.6831 0.4159 0.7504  C4 1.451, C5 1.444, H17 1.013
7 N 0.6237 -0.5906 0.1494  C2 1.472, C3 1.471, C8 1.464, H18 1.050
8 C 1.3497 -1.8530 0.2983  N7 1.464, H19 1.088, H20 1.090, H21 1.090
9 H 0.3672 2.5579 -0.2302  C1 1.088
10 H 2.0676 2.4548 0.1817  C1 1.087
11 H 0.8491 1.8263 1.2961  C1 1.088
12 H 2.1095 0.4000 -1.0400  C2 1.078
13 H -0.0096 -0.7937 -1.9481  C3 1.075
14 H -1.8771 1.0929 -1.3452  C4 1.083
15 H -3.5448 -0.3313 -0.1246  C5 1.081
16 H -2.2691 -1.5751 0.2163  C5 1.081
17 H -2.1812 1.2266 1.0986  N6 1.013
18 H -0.0083 -0.3433 0.9508  N7 1.050
19 H 1.4459 -2.1074 1.3521  C8 1.088
20 H 0.8173 -2.6552 -0.2121  C8 1.090
21 H 2.3482 -1.7585 -0.1282  C8 1.090

Entry 2:
This record from the OMol25 dataset describes an isolated ion of composition C6H13N2O2 and charge -1 in a non-equilibrium geometry. The level of theory is the ωB97M-V functional and the def2-TZVPD basis.

- Energy above the lowest of the compared OMol25 structures with the same formula, charge and spin: 22.6 kcal per mole
- E_HOMO (alpha / beta): -1.7 / -1.8 eV
- Total charge: -1
- Spin multiplicity: 3
- Electronic energy: -496.17096 a.u.
- Frontier orbital gap (alpha / beta): 5.31 / 5.49 eV
- M: 145.18 u

Bonds (Å) are listed after each position.
Atoms and positions in Å:
1 C 0.2505 -0.7582 -0.0577  C2 1.521, C3 1.472, C4 1.607, N7 1.575
2 C -0.3643 0.6330 -0.0473  C1 1.521, C5 1.551, C6 1.500, N8 1.539
3 C 1.6519 -0.7553 -0.5086  C1 1.472, H11 1.074, H12 1.097, H13 1.081
4 C 0.2472 -1.2497 1.4727  C1 1.607, H14 1.183, H15 1.064, H16 1.136
5 C -0.5124 1.2740 -1.4518  C2 1.551, H17 1.090, H18 1.175, H19 1.088
6 C 0.3097 1.5599 0.9205  C2 1.500, H20 1.138, H21 1.183, H22 1.094
7 N -0.6156 -1.8467 -0.7968  C1 1.575, O10 1.396, H23 1.085
8 N -1.7542 0.4425 0.5846  C2 1.539, O9 1.251
9 O -2.6642 1.1779 0.1421  N8 1.251
10 O -1.9193 -1.7755 -0.3018  N7 1.396
11 H 1.8665 -1.2911 -1.4143  C3 1.074
12 H 2.2798 -1.1344 0.3078  C3 1.097
13 H 1.9052 0.2897 -0.6144  C3 1.081
14 H 0.8990 -2.2273 1.6125  C4 1.183
15 H -0.7797 -1.5240 1.5171  C4 1.064
16 H 0.4988 -0.5448 2.3277  C4 1.136
17 H -1.5733 1.4153 -1.6601  C5 1.090
18 H -0.2469 0.2794 -2.0183  C5 1.175
19 H 0.0686 2.1440 -1.7507  C5 1.088
20 H 0.1058 1.1300 1.9548  C6 1.138
21 H -0.1450 2.6520 0.9333  C6 1.183
22 H 1.3555 1.7832 0.6875  C6 1.094
23 H -0.8636 -1.6736 -1.8389  N7 1.085

Entry 3:
This record from the OMol25 dataset describes an isolated ion of composition C6H13N2O2 and charge +1 in a non-equilibrium geometry. The level of theory is the ωB97M-V functional and the def2-TZVPD basis.

- Energy above the lowest of the compared OMol25 structures with the same formula, charge and spin: 52.0 kcal per mole
- E_HOMO: -14.0 eV
- Total charge: +1
- SMILES string: CN[C@@]1([NH2+]C)CCC(=O)O1
- Electronic energy: -496.12293 a.u.
- Frontier orbital gap: 10.71 eV
- M: 145.18 u

Bonds (Å) are listed after each position.
Atoms and positions in Å:
1 C -1.6308 1.4388 1.4359  N2 1.471, H11 1.116, H12 1.074, H13 1.086
2 N -1.0502 1.3739 0.0858  C1 1.471, C3 1.435, H14 1.122
3 C 0.0216 0.4691 -0.2177  N2 1.435, N4 1.810, C6 1.568, O10 1.368
4 N -0.5374 -1.2369 -0.4524  C3 1.810, C5 1.515, H15 0.993, H16 1.138
5 C -1.1761 -1.8403 0.7813  N4 1.515, H17 1.106, H18 1.081, H19 1.064
6 C 0.9119 0.7294 -1.4818  C3 1.568, C7 1.492, H20 1.040, H21 1.103
7 C 2.2243 0.1158 -1.1267  C6 1.492, C8 1.525, H22 1.053, H23 1.141
8 C 2.1863 -0.0050 0.3930  C7 1.525, O9 1.157, O10 1.357
9 O 2.9776 -0.1850 1.2172  C8 1.157
10 O 0.9176 0.2612 0.7953  C3 1.368, C8 1.357
11 H -0.8944 1.0468 2.1775  C1 1.116
12 H -1.8325 2.4717 1.6500  C1 1.074
13 H -2.4639 0.7455 1.5042  C1 1.086
14 H -1.6276 1.8525 -0.7481  N2 1.122
15 H -1.1249 -1.2686 -1.2524  N4 0.993
16 H 0.3796 -1.8427 -0.7490  N4 1.138
17 H -0.6869 -1.2832 1.6025  C5 1.106
18 H -2.1751 -1.4337 0.7099  C5 1.081
19 H -1.1890 -2.8982 0.6646  C5 1.064
20 H 1.0369 1.7020 -1.8293  C6 1.040
21 H 0.3683 0.2292 -2.3016  C6 1.103
22 H 3.1292 0.5475 -1.4501  C7 1.053
23 H 2.2356 -0.9897 -1.4082  C7 1.141

Entry 4:
This record from the OMol25 dataset describes a 2-piece molecular cluster, C6H13N2O3S overall in a non-equilibrium geometry. The level of theory is the ωB97M-V functional and the def2-TZVPD basis.

- Energy above the lowest of the compared OMol25 structures with the same formula, charge and spin: 163.4 kcal per mole
- E_HOMO (alpha / beta): -1.8 / -1.8 eV
- Total charge: -1
- Electronic energy: -969.60588 a.u.
- Frontier orbital gap (alpha / beta): 4.74 / 4.74 eV
- M: 193.25 u

Bonds (Å) are listed after each position.
Atoms and positions in Å:
1 C -2.1791 -0.4147 1.1788  C3 1.549, N7 1.364, H13 1.082, H14 1.189
2 C -0.7967 1.3989 1.1953  C4 1.510, N7 1.426, H15 1.081, H16 1.049
3 C -2.3904 -0.1832 -0.3386  C1 1.549, O10 1.385, H17 1.065, H18 1.118
4 C -1.1894 1.7663 -0.2160  C2 1.510, O10 1.474, H19 1.158, H20 1.106
5 C 3.2192 -0.3135 -1.7250  S12 1.820, H21 1.029, H22 1.161, H23 1.058
6 C 1.2527 -1.6143 -0.5492  O11 1.363, S12 1.826, H24 1.159, H25 1.106
7 N -1.7380 0.6284 1.9390  C1 1.364, C2 1.426
8 N 0.9237 -1.3098 1.7403  O9 1.253, O11 1.410
9 O -0.0733 -2.0249 1.4863  N8 1.253
10 O -1.3338 0.4864 -0.9323  C3 1.385, C4 1.474
11 O 1.7121 -1.0454 0.6010  C6 1.363, N8 1.410
12 S 2.6391 -2.0370 -1.6596  C5 1.820, C6 1.826
13 H -3.0994 -0.7432 1.6432  C1 1.082
14 H -1.3847 -1.2995 1.1940  C1 1.189
15 H -0.0305 0.6560 1.0255  C2 1.081
16 H -0.3250 2.1872 1.7023  C2 1.049
17 H -2.6662 -1.0635 -0.8699  C3 1.065
18 H -3.3202 0.4369 -0.3567  C3 1.118
19 H -2.1091 2.4578 -0.3449  C4 1.158
20 H -0.3531 2.2667 -0.7392  C4 1.106
21 H 3.6127 -0.0904 -0.8007  C5 1.029
22 H 2.2885 0.3565 -1.9073  C5 1.161
23 H 3.9384 -0.3669 -2.4987  C5 1.058
24 H 0.7992 -2.6443 -0.2725  C6 1.159
25 H 0.4268 -1.3068 -1.2180  C6 1.106

Copy entry 1 word for word.
This record from the OMol25 dataset describes an isolated ion of composition C6H13N2 and charge +1 in a non-equilibrium geometry. The level of theory is the ωB97M-V functional and the def2-TZVPD basis.

- Energy above the lowest of the compared OMol25 structures with the same formula, charge and spin: 60.8 kcal per mole
- E_HOMO: -14.1 eV
- Total charge: +1
- SMILES string: C[C@@H]1[C@H]([C@H]2CN2)[N@H+]1C
- Electronic energy: -345.59906 a.u.
- Frontier orbital gap: 11.62 eV
- M: 113.18 u

Bonds (Å) are listed after each position.
Atoms and positions in Å:
1 C 1.1177 1.9307 0.2472  C2 1.486, H9 1.088, H10 1.087, H11 1.088
2 C 1.2508 0.6111 -0.4238  C1 1.486, C3 1.779, N7 1.472, H12 1.078
3 C -0.1795 -0.2515 -1.0352  C2 1.779, C4 1.483, N7 1.471, H13 1.075
4 C -1.5036 0.3187 -0.6859  C3 1.483, C5 1.489, N6 1.451, H14 1.083
5 C -2.4935 -0.5352 0.0265  C4 1.489, N6 1.444, H15 1.081, H16 1.081
6 N -1.6831 0.4159 0.7504  C4 1.451, C5 1.444, H17 1.013
7 N 0.6237 -0.5906 0.1494  C2 1.472, C3 1.471, C8 1.464, H18 1.050
8 C 1.3497 -1.8530 0.2983  N7 1.464, H19 1.088, H20 1.090, H21 1.090
9 H 0.3672 2.5579 -0.2302  C1 1.088
10 H 2.0676 2.4548 0.1817  C1 1.087
11 H 0.8491 1.8263 1.2961  C1 1.088
12 H 2.1095 0.4000 -1.0400  C2 1.078
13 H -0.0096 -0.7937 -1.9481  C3 1.075
14 H -1.8771 1.0929 -1.3452  C4 1.083
15 H -3.5448 -0.3313 -0.1246  C5 1.081
16 H -2.2691 -1.5751 0.2163  C5 1.081
17 H -2.1812 1.2266 1.0986  N6 1.013
18 H -0.0083 -0.3433 0.9508  N7 1.050
19 H 1.4459 -2.1074 1.3521  C8 1.088
20 H 0.8173 -2.6552 -0.2121  C8 1.090
21 H 2.3482 -1.7585 -0.1282  C8 1.090